Entry 1:
C25H27N3O5 | ωB97M-V/def2-TZVPD

XYZ file:
```
60
Properties=species:S:1:pos:R:3:forces:R:3
C -0.35622 -3.16320 1.67620 0.2 -0.1 -0.4
C -0.17147 -3.22545 0.16626 -0.6 0.2 0.1
O 1.22047 -3.20637 -0.13913 0.3 -0.1 0.1
C 1.66368 -2.26488 -0.99293 -0.1 -0.1 -0.3
O 0.95235 -1.47517 -1.57506 -0.3 0.1 0.0
N 3.00667 -2.35703 -1.17098 0.0 -0.1 0.0
C 3.86054 -2.97448 -0.18094 0.1 -0.1 0.4
C 4.22704 -1.93731 0.89239 -0.1 -0.1 -0.1
C 4.30830 -0.52574 0.28473 0.5 0.0 0.3
N 3.04514 0.19985 0.29528 0.2 0.1 -0.3
C 2.00278 0.14258 1.15214 -0.2 0.3 -0.2
O 1.91821 -0.59111 2.11962 0.0 -0.2 0.3
C 0.89094 1.05444 0.74346 -0.6 -0.3 0.3
C -0.34996 0.51691 0.68160 1.1 0.0 0.2
N -1.43952 1.17967 0.21746 -0.1 0.2 -0.1
C -2.67437 0.47802 0.17082 -0.6 -0.2 -0.1
C -3.43646 0.46342 -0.98610 0.2 0.0 0.2
C -4.62601 -0.24197 -1.03131 -0.2 -0.2 0.0
C -5.06354 -0.94922 0.08352 0.2 0.0 0.1
O -6.20867 -1.67961 0.14562 0.2 0.0 0.2
C -7.04303 -1.72083 -0.98731 -0.1 0.0 -0.2
C -4.29009 -0.93105 1.24650 -0.2 -0.1 -0.1
C -3.11079 -0.22181 1.29192 0.0 0.2 -0.2
C -1.37569 2.49989 -0.22359 -0.2 0.1 0.0
O -2.36204 3.07041 -0.65070 0.0 0.0 0.0
C -0.06089 3.13149 -0.09594 0.5 0.1 0.0
C 0.05095 4.47895 -0.44997 -0.1 0.0 0.0
C 1.24905 5.14100 -0.31870 -0.1 0.0 0.0
C 2.35674 4.46598 0.18973 0.0 -0.1 0.0
C 2.26854 3.13786 0.53769 0.1 0.1 0.0
C 1.06424 2.43479 0.38470 -0.3 0.2 -0.2
C 4.75611 -0.62756 -1.17706 -0.2 0.0 0.2
C 3.68459 -1.37254 -1.99107 -0.1 0.1 -0.3
H 0.21511 -2.33428 2.09045 0.0 0.1 0.0
H -1.40947 -3.03664 1.91278 -0.1 0.0 0.0
H 0.00305 -4.08056 2.13518 0.0 -0.1 0.1
H -0.58325 -4.15635 -0.23889 0.1 0.2 0.0
H -0.65262 -2.38088 -0.33890 0.0 -0.2 0.1
H 3.34572 -3.82498 0.26124 0.2 0.0 -0.1
H 4.75311 -3.33656 -0.69899 0.0 -0.1 0.0
H 5.18937 -2.19327 1.33591 0.1 0.0 0.0
H 3.47642 -1.93194 1.68071 0.2 -0.1 0.0
H 5.04288 0.06128 0.85742 -0.1 -0.1 -0.1
H 2.92536 0.82488 -0.48728 -0.1 0.0 0.1
H -0.51467 -0.50778 0.97130 0.0 -0.1 0.0
H -3.10276 1.00572 -1.85543 0.0 0.0 0.0
H -5.19806 -0.23362 -1.94500 -0.1 0.0 -0.1
H -7.40058 -0.72278 -1.25915 0.0 0.0 0.0
H -6.53402 -2.17191 -1.84516 0.0 0.0 0.0
H -7.89127 -2.34252 -0.70525 0.0 0.1 -0.1
H -4.64351 -1.47728 2.10648 0.0 -0.1 0.1
H -2.52943 -0.19935 2.20174 0.1 0.0 0.1
H -0.83313 4.97763 -0.81765 -0.1 0.0 0.0
H 1.33069 6.18191 -0.59236 0.0 0.1 0.0
H 3.29170 4.99191 0.31865 0.1 0.0 0.0
H 3.12658 2.63634 0.96038 0.1 0.0 0.0
H 5.70558 -1.16261 -1.21219 0.1 0.1 0.0
H 4.91776 0.36467 -1.60134 0.1 0.0 0.0
H 2.92127 -0.69070 -2.37163 0.1 -0.1 0.0
H 4.14778 -1.87944 -2.84572 0.0 0.1 0.0
```
Forces are in eV/Å.

Orbital gap   8.46 eV
Calculated total energy   -1509.39515 Ha
SMILES   CCOC(=O)N1CCC(NC(=O)c2cn(-c3ccc(OC)cc3)c(=O)c3ccccc23)CC1
Net charge   0
LUMO   0.6 eV
Highest occupied orbital energy   -7.878 eV

Entry 2:
C25H27N3O6S | ωB97M-V/def2-TZVPD

XYZ file:
```
62
Properties=species:S:1:pos:R:3:forces:R:3
C -3.68075 2.50974 -2.38502 0.1 0.0 0.2
C -2.66149 2.11257 -1.32610 -0.2 0.0 -0.2
C -1.29388 1.88452 -1.89867 0.1 0.0 -0.1
N -1.15929 1.99120 -3.18988 -0.5 0.1 0.0
C 0.03881 1.79339 -3.76912 0.8 -0.2 0.2
C 0.14594 1.92903 -5.16762 0.2 0.0 -0.1
C 1.34977 1.73695 -5.78691 -0.2 0.0 -0.1
C 2.48964 1.40173 -5.04058 0.2 0.0 0.2
C 2.41720 1.26398 -3.68113 0.1 0.0 -0.2
C 1.19221 1.45413 -3.01450 -0.4 0.1 -0.2
C 1.02544 1.34434 -1.60934 -0.5 0.1 0.0
C 2.20022 0.94286 -0.78374 0.0 -0.3 0.0
O 2.64743 -0.18178 -0.73988 0.0 0.1 -0.2
O 2.69814 1.96732 -0.09349 -0.2 0.3 -0.1
C 3.82797 1.74290 0.75449 0.4 -0.1 0.3
C 3.36466 1.17689 2.10961 0.2 0.1 -0.6
O 3.34196 1.84316 3.11549 0.0 0.2 0.2
N 2.95978 -0.11584 1.99885 0.2 -0.5 -0.3
C 2.14207 -0.83155 2.87433 -0.3 -0.1 0.3
C 1.87916 -0.43157 4.18286 0.1 0.1 0.0
C 0.97462 -1.14285 4.95368 -0.1 -0.1 -0.1
C 0.29949 -2.23307 4.42725 -0.1 -0.1 0.2
C 0.58529 -2.63264 3.13541 -0.3 -0.5 -0.2
S -0.41361 -3.89122 2.34149 -0.3 0.1 -0.1
O -1.17972 -4.58105 3.33375 0.0 0.3 0.2
O 0.38065 -4.64115 1.41804 0.2 0.3 -0.1
N -1.49403 -2.98642 1.43425 0.5 -0.8 0.4
C -0.96070 -2.34097 0.25638 0.1 0.2 -0.6
C -2.12686 -1.82908 -0.59037 0.3 -0.2 0.0
O -2.94202 -0.95645 0.16358 -0.1 0.2 0.0
C -3.47697 -1.61516 1.29061 0.1 -0.2 0.3
C -2.35942 -2.12318 2.20421 -0.5 0.3 0.2
C 1.50850 -1.96442 2.36144 0.2 0.1 0.0
C -0.20493 1.55728 -1.03277 0.6 -0.1 -0.2
C -0.43345 1.44819 0.44193 0.0 0.1 0.0
H -4.65458 2.66386 -1.92695 -0.1 0.0 0.0
H -3.76250 1.73079 -3.13672 -0.1 0.0 -0.1
H -3.37321 3.42555 -2.88163 0.0 0.1 -0.1
H -2.98639 1.19473 -0.82754 0.0 0.1 0.1
H -2.59689 2.89212 -0.56201 0.0 -0.1 0.1
H -0.74392 2.18850 -5.71886 -0.1 0.0 -0.1
H 1.43325 1.84203 -6.85846 0.0 0.0 -0.1
H 3.43075 1.25347 -5.54889 0.1 0.0 0.0
H 3.29643 1.00271 -3.11045 0.1 0.0 0.0
H 4.53111 1.05785 0.26861 -0.1 0.1 0.0
H 4.28045 2.72312 0.90649 -0.1 -0.2 0.0
H 3.05366 -0.54389 1.07776 0.0 0.3 0.2
H 2.37304 0.44014 4.57960 0.0 0.0 0.0
H 0.78142 -0.82826 5.96755 0.0 0.0 0.1
H -0.43235 -2.78542 4.99377 -0.1 0.0 0.1
H -0.37431 -3.08090 -0.28661 0.0 0.1 -0.1
H -0.31983 -1.48834 0.52802 0.0 0.0 -0.1
H -1.76115 -1.25198 -1.44161 0.0 -0.1 0.0
H -2.72352 -2.67921 -0.94653 0.0 0.0 0.0
H -4.09769 -0.88223 1.80847 0.0 -0.1 0.0
H -4.09542 -2.46298 0.96699 0.0 0.1 0.0
H -2.76257 -2.71464 3.02557 -0.1 0.2 0.0
H -1.80208 -1.26258 2.61025 -0.1 0.0 0.0
H 1.72845 -2.32396 1.36781 0.1 0.0 -0.2
H -0.65715 2.43097 0.85735 0.0 0.0 0.1
H 0.43997 1.05514 0.95769 0.0 0.0 0.1
H -1.28675 0.80162 0.64176 0.0 0.0 0.1
```
Forces are in eV/Å.

Orbital gap   9.02 eV
Calculated total energy   -1982.79576 Ha
SMILES   CCc1nc2ccccc2c(C(=O)OCC(=O)Nc2cccc(S(=O)(=O)N3CCOCC3)c2)c1C
Net charge   0
LUMO   0.0 eV
Highest occupied orbital energy   -8.983 eV

Entry 3:
C25H27N3O6S | ωB97M-V/def2-TZVPD

XYZ file:
```
62
Properties=species:S:1:pos:R:3:forces:R:3
C 5.21213 1.44804 -2.45158 0.1 -0.2 0.2
C 4.79421 0.70881 -1.18923 0.2 0.1 0.1
N 4.07147 -0.51359 -1.53281 0.1 -0.1 -0.5
C 3.91408 -1.47194 -0.58704 -0.1 -0.3 -0.1
O 4.78585 -1.81568 0.19257 0.1 0.0 0.2
C 2.52924 -2.02930 -0.46877 0.0 0.1 0.1
C 2.32827 -3.04583 0.41128 0.3 0.2 -0.4
N 1.11814 -3.44303 0.85986 0.2 0.0 -0.1
C 1.01087 -4.61545 1.69729 -0.1 -0.3 0.3
C 0.02840 -2.63204 0.63672 -0.3 0.6 -0.3
C -1.18318 -2.80721 1.32523 -0.1 0.0 0.0
C -2.20304 -1.89686 1.17084 0.1 -0.2 0.1
C -2.04926 -0.80980 0.31868 -0.3 0.4 -0.2
S -3.36436 0.40103 0.29528 0.1 -0.6 0.1
O -3.67873 0.73500 1.65503 -0.1 -0.2 0.1
O -3.01109 1.48117 -0.58578 0.1 -0.2 -0.3
N -4.62181 -0.54215 -0.30386 0.9 0.5 0.7
C -4.58249 -0.67401 -1.75690 0.3 -0.4 -0.7
C -5.85895 -0.00503 -2.30089 0.0 0.1 0.1
C -6.38459 0.79754 -1.10973 0.0 -0.1 0.0
C -5.94791 -0.07058 0.06773 -0.5 0.4 0.3
C -0.90324 -0.65294 -0.41824 -0.1 0.1 0.0
C 0.14574 -1.56484 -0.27463 -0.2 -0.1 0.2
C 1.38084 -1.34684 -1.04161 0.0 -0.3 0.0
O 1.40545 -0.63367 -2.03832 -0.2 0.0 0.0
C 3.84168 1.49110 -0.30152 0.1 0.1 0.1
C 4.10173 1.67158 1.05091 0.0 0.0 -0.1
C 3.12071 2.15271 1.89815 -0.3 0.1 0.0
C 1.85286 2.44810 1.41516 0.0 -0.1 0.0
C 1.60156 2.33023 0.04526 0.1 0.0 0.0
C 2.59803 1.85967 -0.79628 -0.1 0.2 0.2
O 0.38576 2.62567 -0.50693 0.2 -0.3 -0.2
C -0.49659 3.30261 0.36270 -0.3 0.2 0.5
C -0.42943 2.70422 1.76523 -0.4 0.0 -0.5
O 0.87230 2.82443 2.30029 0.4 0.1 0.0
H 5.87060 0.82256 -3.04864 0.0 0.0 -0.1
H 4.34205 1.70748 -3.04849 -0.1 0.1 -0.1
H 5.73667 2.36167 -2.18485 0.0 0.1 0.0
H 5.67604 0.41441 -0.61229 -0.1 0.1 -0.1
H 3.23857 -0.33766 -2.09293 0.1 -0.2 0.2
H 3.19212 -3.57154 0.79561 0.0 0.0 0.1
H 0.21861 -5.26936 1.33037 0.0 0.0 0.0
H 0.79778 -4.34026 2.73275 0.0 0.0 0.0
H 1.95202 -5.15964 1.66976 0.0 0.0 0.0
H -1.31097 -3.62975 2.00921 0.0 -0.1 0.1
H -3.12425 -1.98868 1.72282 -0.1 -0.1 0.1
H -4.53526 -1.73493 -2.01717 0.0 0.1 -0.1
H -3.68128 -0.18116 -2.12449 -0.1 -0.1 -0.2
H -5.64801 0.62196 -3.16372 0.0 0.0 -0.1
H -6.58580 -0.76489 -2.59005 0.0 0.0 -0.1
H -5.87983 1.76243 -1.05271 0.0 0.1 0.0
H -7.46054 0.95353 -1.14473 0.0 0.1 0.0
H -6.60325 -0.94006 0.18143 0.0 0.1 0.0
H -5.87798 0.46035 1.01496 -0.2 -0.1 0.0
H -0.78093 0.18746 -1.08551 0.1 0.1 -0.1
H 5.06644 1.40181 1.45236 0.1 -0.1 0.0
H 3.30583 2.27296 2.95374 0.0 0.0 0.1
H 2.34564 1.75104 -1.83910 -0.1 0.0 -0.1
H -1.49534 3.17776 -0.05869 0.1 0.1 0.1
H -0.22826 4.36720 0.40628 0.0 -0.1 0.0
H -1.09693 3.23013 2.44805 0.0 -0.1 -0.1
H -0.72503 1.64621 1.71779 0.1 0.1 0.1
```
Forces are in eV/Å.

Orbital gap   7.89 eV
Calculated total energy   -1982.77385 Ha
SMILES   C[C@H](NC(=O)c1cn(C)c2ccc(S(=O)(=O)N3CCCC3)cc2c1=O)c1ccc2c(c1)OCCO2
Net charge   0
LUMO   0.0 eV
Highest occupied orbital energy   -7.929 eV

Q: What is the formula in the first record?
A: C25H27N3O5